Formula: C54H56N3O
Source: OMol25
Level of theory: wB97M-V/def2-TZVPD

Atoms and positions in Å:
C: 8.1155 -1.2608 -1.2876
C: 7.0111 -1.9424 -1.7998
C: 5.7162 -1.5274 -1.4754
C: 5.4914 -0.4598 -0.5897
C: 4.0542 -0.0095 -0.2159
C: 3.7637 1.3718 -0.8247
C: 4.6460 2.0383 -1.6831
C: 4.3822 3.3605 -2.0631
C: 3.2160 3.9981 -1.6399
C: 2.2710 3.2929 -0.8863
C: 2.5409 1.9724 -0.5227
C: 3.0709 -1.0777 -0.6766
C: 2.0913 -0.8568 -1.6519
C: 1.1119 -1.8344 -1.8725
C: 1.1728 -3.0553 -1.1978
C: 2.2285 -3.3263 -0.3230
C: 3.1905 -2.3472 -0.0732
C: 3.8975 0.0760 1.3409
C: 4.7362 1.1809 1.9956
C: 4.0345 1.5518 3.2900
C: 2.5704 1.1665 3.1086
N: 2.5301 0.2936 1.9148
C: 1.3736 -0.2217 1.5273
C: 0.0549 0.0511 2.1850
C: -0.7187 -1.2348 2.5476
C: -1.9125 -1.1236 3.2627
C: -2.7908 -2.2011 3.3481
C: -2.4518 -3.4201 2.7490
C: -1.1811 -3.5748 2.1893
C: -0.2932 -2.4893 2.1316
C: 6.6113 0.2733 -0.1648
C: 7.9109 -0.1434 -0.4733
H: 9.1258 -1.5890 -1.5341
H: 7.1336 -2.7997 -2.4616
H: 4.8793 -2.0576 -1.9371
H: 5.5397 1.5403 -2.0667
H: 5.1049 3.8798 -2.6938
H: 3.0234 5.0359 -1.9151
H: 1.3267 3.7518 -0.5900
H: 1.7877 1.3719 -0.0140
H: 2.0721 0.0775 -2.2252
H: 0.3169 -1.6321 -2.5953
H: 0.4063 -3.8132 -1.3723
H: 2.3244 -4.3007 0.1620
H: 4.0470 -2.5712 0.5712
H: 4.2532 -0.8845 1.7565
H: 5.7453 0.8077 2.1922
H: 4.8007 2.0532 1.3281
H: 4.4409 0.9928 4.1393
H: 4.1221 2.6183 3.5147
H: 2.1680 0.6499 3.9927
H: 1.9454 2.0579 2.9446
H: 1.3274 -0.8707 0.6490
H: 0.2641 0.5336 3.1531
H: -2.1632 -0.1758 3.7435
H: -3.7420 -2.0782 3.8694
H: -3.1703 -4.2419 2.7384
H: -0.8674 -4.5374 1.7891
H: 0.7206 -2.6292 1.7439
H: 6.4932 1.2140 0.3752
H: 8.7557 0.4267 -0.0824
C: -7.0911 -0.9036 -1.0472
N: -5.6514 -1.0341 -1.1038
C: -5.0643 -1.7483 -2.1086
O: -5.6560 -2.4560 -2.9205
C: -3.5505 -1.5301 -1.9949
C: -3.0119 -0.8418 -3.2525
C: -3.1447 -1.7105 -4.4916
C: -3.8176 -1.2341 -5.6237
C: -4.0132 -2.0699 -6.7268
C: -3.5012 -3.3748 -6.7138
C: -2.7896 -3.8363 -5.5997
C: -2.5986 -2.9991 -4.4948
N: -3.4427 -0.7470 -0.7619
C: -2.2370 -0.4413 -0.1885
C: -2.0645 0.5437 0.7339
C: -0.7411 1.0142 1.3191
C: -0.9716 2.3052 2.1412
C: -0.0232 3.3321 2.1329
C: -0.0995 4.3637 3.0676
C: -1.1116 4.3678 4.0309
C: -1.1358 5.4196 5.0977
C: -2.0914 3.3782 4.0067
C: -2.0169 2.3433 3.0726
C: -4.7354 -0.1978 -0.3305
C: -4.9010 1.2724 -0.7522
C: -5.0343 -0.3589 1.1632
H: -7.5329 -1.7154 -1.6307
H: -7.4213 -0.9678 -0.0055
H: -7.4219 0.0549 -1.4725
H: -3.0626 -2.5106 -1.8455
H: -3.5652 0.1028 -3.3945
H: -1.9552 -0.5819 -3.0718
H: -4.2154 -0.2148 -5.6077
H: -4.5698 -1.6994 -7.5890
H: -3.6588 -4.0301 -7.5703
H: -2.3857 -4.8496 -5.5780
H: -2.0483 -3.3475 -3.6155
H: -1.3869 -1.0450 -0.5540
H: -2.9349 1.1378 0.9959
H: -0.1183 1.2845 0.4471
H: 0.7973 3.3153 1.4101
H: 0.6480 5.1570 3.0730
H: -2.1653 5.7132 5.3336
H: -0.6834 5.0552 6.0332
H: -0.5751 6.3052 4.7771
H: -2.9051 3.3918 4.7384
H: -2.7623 1.5439 3.1014
H: -4.9076 1.3521 -1.8484
H: -5.8511 1.6566 -0.3582
H: -4.0841 1.8797 -0.3571
H: -5.0924 -1.4273 1.4202
H: -4.2744 0.1195 1.7868
H: -5.9983 0.1123 1.3827

Forces on the atoms, in the same order (eV/Å):
C -0.133 -0.042 0.115
C -0.066 0.327 0.091
C 0.030 -0.049 0.168
C 0.276 0.066 -0.176
C -0.041 0.128 -0.589
C -0.036 -0.181 -0.461
C -0.126 0.218 0.148
C -0.146 -0.211 0.038
C -0.048 0.023 0.084
C 0.242 -0.297 -0.167
C -0.083 0.513 0.015
C 0.182 -0.473 -0.469
C 0.045 -0.161 0.289
C 0.198 -0.088 -0.047
C -0.219 0.055 -0.094
C 0.369 0.158 -0.013
C -0.620 -0.006 -0.285
C 1.138 -0.281 0.205
C 0.110 0.229 -0.093
C -0.100 -0.104 0.561
C 0.001 0.668 0.460
N -2.715 -1.166 -0.451
C 1.336 0.230 0.668
C 0.868 -1.188 2.185
C 0.574 0.048 -0.104
C -0.239 -0.006 -0.014
C 0.293 0.008 -0.029
C 0.180 0.114 -0.061
C -0.006 0.144 0.194
C -0.325 -0.222 -0.195
C 0.340 -0.195 0.024
C -0.299 -0.027 -0.153
H -0.278 0.102 0.092
H 0.057 0.271 0.144
H 0.322 0.174 0.288
H -0.280 0.242 0.296
H -0.280 -0.099 0.148
H 0.079 -0.302 0.050
H 0.258 -0.059 -0.237
H 0.285 0.654 -0.267
H -0.051 -0.390 0.386
H 0.248 -0.178 0.204
H 0.221 0.234 0.042
H -0.124 0.279 -0.206
H -0.425 0.083 -0.178
H -0.353 0.318 -0.139
H -0.289 0.177 -0.064
H -0.027 -0.271 0.205
H 0.068 0.138 -0.169
H 0.050 -0.217 0.006
H 0.136 -0.005 -0.425
H 0.150 -0.436 -0.149
H 0.324 0.317 0.286
H -0.190 -0.001 -0.413
H 0.014 -0.367 -0.256
H 0.289 -0.092 -0.157
H 0.303 0.199 0.066
H -0.101 0.155 0.126
H -0.508 -0.040 -0.075
H 0.086 -0.475 -0.191
H -0.222 -0.174 -0.206
C -0.102 0.210 0.184
N 0.119 -0.303 -0.531
C -0.519 -0.761 -0.184
O 0.840 0.943 0.858
C -0.258 -0.443 0.448
C 0.114 0.228 -0.170
C 0.161 0.079 -0.065
C 0.003 -0.378 0.218
C 0.247 -0.095 0.209
C -0.015 0.235 0.228
C 0.012 0.294 0.104
C -0.291 0.082 -0.402
N -0.069 -0.368 -0.068
C 0.196 0.957 0.419
C 0.062 -0.600 -0.665
C -1.085 1.566 -1.225
C 0.261 -0.530 0.036
C -0.230 -0.035 0.063
C -0.130 -0.302 0.021
C 0.075 0.184 0.000
C -0.008 0.318 0.252
C 0.062 -0.410 -0.305
C 0.083 0.303 0.096
C -0.192 0.248 -0.306
C -0.119 0.020 -0.057
C 0.033 -0.344 0.084
H 0.156 0.143 0.141
H -0.085 -0.024 -0.227
H 0.025 -0.196 0.099
H -0.173 0.315 -0.149
H 0.273 -0.275 0.006
H -0.245 0.007 -0.062
H 0.065 -0.379 -0.088
H 0.194 -0.160 0.216
H 0.036 0.165 0.233
H -0.124 0.278 -0.089
H -0.170 -0.019 -0.333
H -0.454 0.279 0.159
H 0.527 -0.110 0.014
H -0.084 0.088 0.301
H -0.285 -0.004 0.198
H -0.171 -0.155 -0.029
H 0.228 0.024 -0.048
H -0.092 0.061 -0.286
H -0.172 -0.128 0.152
H 0.303 0.027 -0.243
H 0.230 0.421 -0.106
H 0.021 0.010 0.310
H 0.234 0.024 -0.172
H -0.195 0.033 -0.124
H 0.084 0.336 -0.055
H -0.284 -0.219 -0.100
H 0.166 -0.112 -0.012

Summary:
Total charge: +1
HOMO (hartree): -0.364
Frontier orbital gap (Eh): 0.23907

Atomic partial charges in e from the Mulliken method, atoms 1 to 4: C -0.536; C -0.990; C -0.525; C -0.860